1.
C8H13Al2BBr2Cl6F8LiNaO3S | ωB97M-V/def2-TZVPD

```
46
Properties=species:S:1:pos:R:3:lowdin_charge:R:1
C -1.491 3.349 -1.164 -0.05
C -1.198 2.070 -1.366 -0.19
B -0.014 1.135 -0.972 -0.43
C 0.947 0.593 -2.035 -0.19
C 1.976 1.645 -2.462 -0.27
C 1.859 2.000 -3.894 -0.65
Br 0.158 2.691 -4.441 0.78
H -2.472 3.705 -1.394 0.07
H -0.753 4.061 -0.860 0.01
H -1.929 1.558 -1.976 0.11
H 0.087 0.837 0.216 -0.13
H 0.347 0.286 -2.894 0.05
H 1.437 -0.261 -1.600 0.07
H 2.954 1.217 -2.328 0.08
H 1.928 2.521 -1.828 0.10
H 2.567 2.765 -4.150 0.06
H 2.069 1.091 -4.497 -0.09
Al 0.409 2.680 1.003 0.88
Cl 1.299 -0.685 -5.004 -0.05
C 4.550 -1.182 -0.441 -1.53
Cl 5.360 0.171 -1.242 0.54
Cl 3.461 -0.602 0.809 0.57
Cl 3.691 -2.167 -1.622 0.55
H 5.308 -1.795 0.023 0.01
F 1.084 1.333 1.823 -0.51
Br -0.626 -0.379 1.587 0.45
Li -2.734 -1.772 0.895 0.75
C -1.779 2.723 -7.490 -1.05
Cl -3.464 2.171 -7.510 0.49
Cl -0.743 1.751 -8.531 0.51
H -1.753 3.748 -7.836 0.02
H -1.408 2.646 -6.476 -0.09
C -1.437 -0.595 5.969 -0.70
F -0.609 -1.156 5.090 0.11
F -1.214 -1.112 7.165 0.14
F -1.144 0.711 6.023 0.11
S -3.186 -0.829 5.478 0.43
O -3.397 -2.245 5.417 -0.29
O -3.219 -0.211 4.157 -0.36
O -3.931 -0.133 6.486 -0.28
F -0.680 -6.685 5.663 -0.23
Al -0.440 -5.111 5.013 -0.24
F -1.264 -5.021 3.583 -0.16
F 1.174 -4.938 4.768 -0.15
F -0.990 -4.051 6.111 -0.12
Na -0.792 -8.525 6.733 0.89
```

Properties
DFT total energy   -280939.03173 eV
Multiplicity   1

2.
C9H29AgN8O7 | ωB97M-V/def2-TZVPD

```
54
Properties=species:S:1:pos:R:3:lowdin_charge:R:1
Ag 0.638 0.050 0.066 0.98
C 2.103 -2.931 5.238 -0.04
C 2.314 -3.972 4.060 -0.55
C 1.959 -5.291 4.526 -0.09
O 1.789 -3.507 2.869 0.04
H 2.561 -1.960 5.045 0.07
H 2.530 -3.316 6.164 0.08
H 1.073 -2.689 5.498 0.08
H 3.403 -3.945 4.012 0.15
H 2.322 -6.077 3.864 0.09
H 0.896 -5.508 4.629 0.09
H 2.470 -5.534 5.458 0.09
C 3.667 3.643 1.359 -0.24
C 2.670 4.079 2.421 -0.24
O 1.370 3.697 2.001 -0.09
O 3.729 2.218 1.187 -0.07
H 4.551 4.185 1.694 0.12
H 3.515 4.160 0.412 0.12
H 2.602 5.158 2.284 0.12
H 2.813 3.894 3.486 0.12
H 0.653 4.105 2.491 0.08
H 4.583 1.971 0.826 0.08
C -3.235 -3.445 -2.025 -0.86
O -2.392 -2.590 -2.204 0.03
N -4.427 -3.443 -2.441 0.17
N -3.092 -4.541 -1.395 0.16
H -5.132 -4.163 -2.374 0.13
H -4.556 -2.569 -2.931 0.13
H -3.740 -5.310 -1.489 0.12
H -2.146 -4.673 -1.067 0.13
C 2.990 -0.339 -5.235 -0.87
O 2.952 -0.231 -4.046 0.03
N 4.022 -0.207 -5.992 0.18
N 1.937 -0.703 -5.820 0.16
H 4.936 0.031 -5.635 0.13
H 3.954 -0.583 -6.927 0.12
H 1.706 -0.384 -6.750 0.12
H 1.126 -0.874 -5.243 0.13
C -4.922 0.094 2.885 -0.69
O -3.710 0.027 2.517 -0.04
N -5.731 -0.935 2.816 0.14
N -5.586 1.138 3.444 0.14
H -6.645 -0.861 3.240 0.11
H -5.451 -1.778 2.337 0.12
H -5.072 2.003 3.530 0.11
H -6.496 0.974 3.851 0.10
C -0.632 4.811 -3.635 -0.76
O -0.454 3.816 -2.924 -0.01
N -1.816 5.216 -4.057 0.16
N 0.336 5.340 -4.313 0.15
H -1.795 5.898 -4.801 0.11
H -2.586 5.004 -3.439 0.12
H 1.215 4.849 -4.400 0.12
H 0.236 5.998 -5.072 0.11
```

Properties
Charge   +1
Energy relative to the best compared isomer or geometry (same formula, charge and spin)   6.816 eV
Multiplicity   2
<S²>   0.754

3.
C16H17N3O3 | ωB97M-V/def2-TZVPD

```
39
Properties=species:S:1:pos:R:3:lowdin_charge:R:1
C 7.009 -0.442 -2.372 -0.06
C 5.575 -0.569 -1.954 -0.28
C 5.092 -1.724 -1.365 -0.05
C 3.764 -1.828 -0.978 -0.01
C 2.899 -0.765 -1.179 -0.22
O 1.567 -0.769 -0.841 -0.04
C 1.069 -1.852 -0.094 -0.09
C -0.351 -1.478 0.323 -0.48
O -1.338 -2.099 0.024 0.12
O -0.321 -0.360 1.034 0.02
N -1.537 0.125 1.568 0.13
C -2.436 0.524 0.750 -0.36
N -2.338 0.627 -0.597 0.19
C -3.685 0.998 1.380 -0.15
C -4.465 1.993 0.797 -0.02
C -5.629 2.380 1.443 -0.14
N -6.041 1.854 2.582 0.06
C -5.295 0.915 3.140 -0.13
C -4.113 0.450 2.587 0.00
C 3.365 0.415 -1.774 -0.20
C 2.416 1.554 -1.984 -0.03
C 4.692 0.490 -2.150 0.00
H 7.500 0.348 -1.804 0.08
H 7.546 -1.372 -2.207 0.07
H 7.077 -0.182 -3.428 0.08
H 5.752 -2.562 -1.201 0.11
H 3.420 -2.746 -0.527 0.10
H 1.669 -2.021 0.810 0.14
H 1.024 -2.772 -0.691 0.14
H -3.178 0.705 -1.142 0.11
H -1.544 0.218 -1.063 0.10
H -4.166 2.476 -0.121 0.11
H -6.265 3.150 1.027 0.11
H -5.667 0.519 4.075 0.11
H -3.525 -0.317 3.062 0.11
H 2.943 2.439 -2.330 0.08
H 1.661 1.281 -2.721 0.09
H 1.898 1.783 -1.054 0.08
H 5.055 1.400 -2.607 0.12
```

Properties
SMILES   Cc1ccc(OCC(=O)O/N=C(\N)c2ccncc2)c(C)c1
Energy relative to the best compared isomer or geometry (same formula, charge and spin)   2.692 eV
Multiplicity   1

4.
C38H32Br6N6O12 | ωB97M-V/def2-TZVPD

```
94
Properties=species:S:1:pos:R:3:lowdin_charge:R:1
C 0.059 -3.692 3.652 -1.63
Br 1.336 -2.941 2.431 0.65
Br 0.891 -4.060 5.362 0.56
Br -0.753 -5.276 2.947 0.59
H -0.698 -2.940 3.826 -0.04
C -2.979 1.922 -4.972 -1.63
Br -3.594 2.599 -3.269 0.59
Br -4.439 1.606 -6.210 0.56
Br -1.885 0.385 -4.774 0.66
H -2.415 2.733 -5.407 -0.03
C 5.951 2.968 -4.674 -0.07
C 4.755 3.430 -4.142 -0.06
C 3.591 2.695 -4.334 0.00
C 3.605 1.598 -5.180 -0.15
C 4.784 1.152 -5.740 -0.01
C 5.957 1.873 -5.535 -0.06
N 2.358 0.950 -5.564 -0.35
O 1.386 1.165 -4.860 0.03
O 2.358 0.238 -6.541 0.09
H 6.851 3.569 -4.606 0.11
H 4.682 4.340 -3.564 0.11
H 2.695 2.937 -3.779 0.11
H 4.844 0.286 -6.385 0.12
H 6.857 1.581 -6.057 0.11
C 3.193 4.271 4.083 -0.06
C 4.482 3.802 3.887 -0.06
C 4.978 3.685 2.597 -0.02
C 4.164 4.015 1.538 -0.17
C 2.868 4.467 1.710 -0.01
C 2.368 4.552 2.998 -0.05
N 4.640 3.756 0.172 -0.34
O 5.829 3.571 0.013 0.09
O 3.806 3.671 -0.712 0.05
H 2.752 4.312 5.071 0.11
H 5.096 3.504 4.725 0.11
H 5.932 3.211 2.418 0.12
H 2.211 4.518 0.853 0.12
H 1.318 4.736 3.185 0.11
C -8.005 -2.629 -3.656 -0.07
C -6.875 -3.147 -4.287 -0.06
C -5.606 -2.755 -3.895 0.00
C -5.494 -1.908 -2.826 -0.16
C -6.579 -1.453 -2.113 -0.02
C -7.852 -1.753 -2.597 -0.06
N -4.147 -1.505 -2.405 -0.34
O -3.210 -2.209 -2.727 0.07
O -4.060 -0.473 -1.761 0.02
H -8.967 -2.877 -4.084 0.11
H -6.963 -3.814 -5.135 0.11
H -4.705 -3.164 -4.327 0.12
H -6.520 -0.667 -1.372 0.12
H -8.737 -1.422 -2.070 0.11
C 5.910 -3.667 2.887 -0.07
C 5.500 -3.203 4.125 -0.06
C 4.829 -1.987 4.207 -0.01
C 4.564 -1.281 3.053 -0.18
C 4.996 -1.727 1.816 -0.01
C 5.639 -2.944 1.732 -0.06
N 3.907 0.022 3.175 -0.33
O 3.304 0.280 4.199 0.08
O 3.993 0.770 2.218 0.06
H 6.390 -4.637 2.835 0.11
H 5.713 -3.781 5.014 0.11
H 4.462 -1.616 5.155 0.12
H 4.908 -1.094 0.943 0.12
H 5.895 -3.361 0.768 0.11
C 1.050 1.661 -1.090 -0.05
C -0.200 1.166 -1.435 -0.06
C -0.851 0.290 -0.579 0.02
C -0.240 0.012 0.624 -0.16
C 0.992 0.493 1.004 -0.01
C 1.640 1.341 0.124 -0.05
N -0.991 -0.774 1.600 -0.36
O -1.701 -1.677 1.212 0.05
O -0.877 -0.462 2.777 0.04
H 1.543 2.314 -1.800 0.09
H -0.666 1.436 -2.369 0.04
H -1.825 -0.124 -0.811 0.10
H 1.374 0.342 2.002 0.10
H 2.540 1.865 0.408 0.07
C -4.795 -1.717 1.688 -0.05
C -6.138 -2.007 1.486 -0.06
C -7.011 -2.140 2.555 0.00
C -6.532 -1.847 3.818 -0.16
C -5.232 -1.455 4.047 0.00
C -4.361 -1.392 2.974 -0.05
N -7.451 -1.870 4.962 -0.36
O -6.978 -2.033 6.071 0.08
O -8.632 -1.713 4.732 0.08
H -4.126 -1.672 0.842 0.09
H -6.440 -2.360 0.505 0.09
H -8.025 -2.500 2.457 0.12
H -4.891 -1.142 5.023 0.12
H -3.305 -1.221 3.136 0.08
```

Properties
Energy relative to the best compared isomer or geometry (same formula, charge and spin)   0.000 eV
Multiplicity   1

5.
C3H8O4 | ωB97M-V/def2-TZVPD

```
15
Properties=species:S:1:pos:R:3:lowdin_charge:R:1
O 1.916 -0.193 1.373 0.12
C 1.286 -0.333 0.365 -0.51
O 0.303 0.540 0.011 0.08
C 1.067 -1.568 -0.495 -0.09
C 0.972 -1.404 -2.035 -0.28
O -0.316 -1.250 -2.557 -0.08
H 0.173 1.301 0.587 0.13
H 0.195 -2.071 -0.093 0.12
H 1.909 -2.358 -0.491 0.15
H 1.353 -2.279 -2.540 0.11
H 1.652 -0.537 -2.189 0.13
H -0.973 -0.795 -1.956 0.12
O -2.966 3.945 3.131 -0.08
H -3.908 3.878 3.306 0.03
H -2.663 3.124 3.583 0.05
```

Properties
SMILES   O=C(O)CCO.O
Energy relative to the best compared isomer or geometry (same formula, charge and spin)   1.126 eV
Multiplicity   1

6.
C4H7N2O | ωB97M-V/def2-TZVPD

```
14
Properties=species:S:1:pos:R:3:lowdin_charge:R:1
C 2.123 0.856 0.106 -0.06
C 0.287 -0.053 -0.279 -0.32
C -2.088 0.069 0.427 0.00
C -1.077 -0.426 -0.653 -0.07
N 0.887 1.089 -0.315 0.22
N 2.269 -0.506 0.233 0.24
O 1.065 -1.052 0.112 0.18
H 2.757 1.692 0.219 0.14
H -2.172 -0.614 1.179 0.06
H -2.948 0.364 0.025 0.04
H -1.733 1.074 0.801 0.12
H -1.181 0.066 -1.524 0.10
H -1.273 -1.439 -0.738 0.12
H 3.083 -1.121 0.407 0.23
```

Properties
Charge   +1
Energy relative to the best compared isomer or geometry (same formula, charge and spin)   3.414 eV
Multiplicity   3
<S²>   2.020